# 1
Molecular formula: C39H43N4O5S5Tc
Method: DFT, ωB97M-V with the def2-TZVPD basis set

XYZ file:
```
97
Properties=species:S:1:pos:R:3:forces:R:3:lowdin_spin:R:1
Tc 0.9558 0.3987 0.3572 0.02 -0.10 0.56 2.35
S 1.0464 1.8099 -3.3576 -0.03 -0.09 0.15 0.00
S 4.5101 2.9905 -3.1387 -0.03 -0.03 -0.06 0.00
S 3.2821 -0.2759 -1.4493 -0.49 0.16 0.05 0.03
S -0.4545 0.1078 2.7867 0.35 -0.06 -0.57 0.05
S -2.1967 2.3161 1.6977 0.07 0.06 0.10 0.00
O 2.1396 -0.6152 1.3101 1.03 -0.97 1.06 0.11
O -0.9522 -2.6063 -1.4805 0.06 -0.29 -0.29 0.01
O -0.1192 -0.7072 -0.7035 -0.63 -0.27 -0.44 0.13
O 3.2872 -2.9855 2.5260 -0.12 -0.08 -0.13 0.01
O 0.1880 2.0352 -0.3258 -0.48 1.05 -0.35 0.12
N 1.9364 1.9743 1.3486 0.14 0.32 -0.06 -0.01
N -3.0970 0.2878 2.9202 -0.07 -0.04 0.15 0.01
N 1.5566 3.2856 0.9970 0.29 -0.44 0.35 0.01
N -3.6124 -3.1044 -0.2595 0.29 0.09 -0.08 0.00
C -4.9091 -1.1327 -0.5751 -0.13 0.05 -0.01 0.00
C 4.0156 2.4817 -1.4589 0.11 -0.09 -0.06 0.00
C -0.3418 6.7916 -0.4487 -0.02 0.04 -0.01 0.00
C 4.4085 -1.5765 3.9871 0.09 -0.05 0.08 0.02
C -3.9468 1.0021 -1.1345 0.01 -0.06 -0.06 0.00
C -2.5291 -0.9475 -0.8260 0.15 0.33 0.03 0.00
C 0.6216 3.2144 0.1232 -0.44 -0.63 -0.48 0.00
C -2.6156 -3.8513 0.4073 -0.17 0.21 -0.01 0.00
C -0.9100 4.2793 -1.4998 -0.06 0.03 -0.02 0.00
C -1.3465 -7.4349 0.5397 -0.01 0.08 0.00 0.00
C -1.1805 -1.5282 -1.0320 0.54 0.45 0.44 0.01
C 3.5385 -1.7190 2.9076 0.08 -0.33 0.05 0.01
C -4.3569 0.9542 2.5902 0.10 0.07 -0.01 0.00
C 1.5584 0.0974 -3.6458 0.00 0.22 0.01 0.00
C -3.3195 -5.8087 -0.9852 0.03 0.01 0.04 0.00
C 4.2267 0.8078 3.9415 0.07 0.14 0.09 0.02
C -1.5289 -5.9613 0.8172 -0.03 -0.07 -0.05 0.00
C 3.0197 3.7434 -3.8405 0.00 -0.15 -0.02 0.00
C 2.0452 2.7824 -4.5204 0.02 -0.01 0.03 0.00
C -2.4716 -5.2050 0.1065 0.01 -0.18 -0.11 0.00
C 3.0031 -0.5577 2.3646 -0.77 0.29 -0.89 0.00
C 2.9858 -0.2379 -3.2475 0.06 -0.03 0.04 0.00
C -1.2242 6.6625 -1.5171 0.01 -0.02 0.02 0.00
C -1.8347 -3.2536 1.3871 0.07 0.08 0.15 0.00
C 0.2619 5.6700 0.0940 0.00 0.04 0.00 0.00
C -0.8866 -3.9991 2.0671 -0.07 0.09 -0.01 0.00
C -1.5091 5.4081 -2.0419 0.04 0.00 0.05 0.00
C -2.6964 0.4162 -1.0938 0.11 -0.01 -0.04 0.00
C 4.4829 1.0536 -1.1542 -0.21 0.16 0.03 0.00
C 2.7924 1.9015 2.3027 0.21 0.20 0.19 0.06
C -1.9577 0.8204 2.5274 -0.33 0.16 -0.37 0.01
C -0.7393 -5.3487 1.7860 0.01 0.01 -0.01 0.00
C -4.0022 2.2923 1.9177 0.08 -0.04 0.10 0.00
C 2.6009 -3.3035 1.3005 0.09 0.11 0.11 0.00
C -5.0598 0.2060 -0.8839 -0.06 -0.05 -0.02 0.00
C 3.3444 0.6962 2.8693 -0.01 0.31 0.03 0.01
C -3.6485 -1.7467 -0.5406 -0.08 -0.25 0.08 0.00
C 4.7531 -0.3371 4.5032 0.03 -0.08 0.06 0.01
C -0.0214 4.4119 -0.4346 0.00 0.01 -0.05 0.00
H 3.1108 2.8546 2.7161 0.07 -0.02 0.06 0.00
H 3.4085 4.4368 -4.5875 -0.03 0.05 0.00 0.00
H 4.7075 0.9479 -0.0908 0.01 -0.01 0.03 0.00
H -1.9706 -2.2007 1.6118 0.04 -0.03 0.02 0.00
H -5.7809 -1.7408 -0.3578 0.02 0.04 0.00 0.00
H -3.3266 -5.1639 -1.8673 0.01 0.00 0.04 0.00
H 2.5203 4.3370 -3.0740 -0.02 0.02 -0.01 0.00
H -0.1259 7.7714 -0.0391 -0.01 -0.06 -0.03 0.00
H 4.4812 3.1776 -0.7599 -0.03 -0.05 0.05 0.00
H -2.1926 5.3093 -2.8765 0.03 0.00 0.04 0.00
H -3.0799 -0.5972 3.4064 -0.03 -0.05 -0.03 0.00
H -2.9483 -6.7821 -1.2947 0.00 0.01 0.02 0.00
H -4.0545 2.0536 -1.3763 0.02 -0.08 -0.03 0.00
H -0.9569 -7.6078 -0.4670 -0.02 0.02 0.04 0.00
H 1.5491 -3.0305 1.3472 0.03 0.03 -0.01 0.00
H -2.2887 -7.9806 0.6227 0.03 0.03 0.00 0.00
H -1.8187 1.0121 -1.3222 -0.04 -0.07 0.05 0.00
H -0.6432 -7.8715 1.2477 -0.01 0.02 -0.02 0.00
H -1.6905 7.5434 -1.9401 0.01 -0.02 0.01 0.00
H 1.4033 -0.1490 -4.6959 0.03 -0.02 -0.05 0.00
H 5.4318 -0.2741 5.3439 -0.02 -0.01 -0.05 0.00
H -4.3585 -5.9516 -0.6649 0.04 0.01 -0.01 0.00
H 3.0782 -2.8256 0.4464 0.02 0.03 0.00 0.00
H 4.4849 1.7899 4.3214 -0.02 -0.07 -0.01 0.00
H -1.1175 3.2955 -1.9033 0.04 0.07 0.01 0.00
H -4.9368 1.1116 3.4958 -0.01 0.01 0.09 0.00
H -4.9336 0.3233 1.9167 0.03 -0.08 -0.06 0.00
H 3.2441 -1.2283 -3.6243 0.00 -0.02 0.05 0.00
H -4.4238 -3.6162 -0.5531 -0.11 -0.05 0.06 0.00
H -0.0047 -5.9382 2.3243 -0.06 0.03 -0.02 0.00
H -0.2761 -3.5271 2.8299 -0.05 -0.02 -0.02 0.00
H 3.6876 0.4792 -3.6626 0.08 0.03 -0.10 0.00
H 5.3933 0.8087 -1.7013 0.03 -0.01 0.02 0.00
H 1.3371 3.3562 -5.1207 0.05 0.01 -0.04 0.00
H 4.8133 -2.4882 4.4100 -0.01 0.04 -0.01 0.00
H 2.9352 2.5655 -1.3678 0.00 0.02 0.00 0.00
H -6.0559 0.6333 -0.9197 0.03 -0.03 -0.01 0.00
H 0.9503 5.7546 0.9260 -0.04 0.00 -0.06 0.00
H 2.5736 2.1024 -5.1900 0.00 0.03 0.00 0.00
H 0.8485 -0.4915 -3.0661 -0.03 -0.08 -0.01 0.00
H -4.2863 3.1449 2.5268 -0.01 0.02 0.05 0.00
H -4.4620 2.3810 0.9376 -0.02 -0.02 0.05 0.00
H 2.6812 -4.3800 1.2042 0.04 -0.08 0.04 0.00
```
Positions in Å, forces in eV/Å.

Computed properties:
LUMO level (alpha / beta) = -4.284 / -4.078 eV
total charge = +1
⟨S²⟩ = 3.777
multiplicity = 4
energy above the lowest of the compared OMol25 structures with the same formula, charge and spin = 43.3 kcal per mole
HOMO-LUMO gap (alpha / beta) = 5.55 / 5.76 eV
E_HOMO (alpha / beta) = -9.84 / -9.84 eV

---

# 2
Molecular formula: C39H44BrCrIN4S2Si2
Method: DFT, ωB97M-V with the def2-TZVPD basis set

XYZ file:
```
94
Properties=species:S:1:pos:R:3:forces:R:3:lowdin_spin:R:1
I -1.1086 3.4058 -5.2601 -0.03 -0.24 0.08 0.00
Br -2.9260 -1.0171 -0.6474 -0.05 -0.22 0.17 0.00
Cr 0.1565 -1.0684 -0.6950 -0.99 0.99 -0.27 1.23
S 0.5851 1.2066 -0.6213 0.09 0.53 0.48 -0.02
S -0.4253 -0.7115 1.6579 0.51 0.53 -0.11 0.02
Si 1.2415 -2.3497 -2.6000 1.06 0.09 0.26 -0.08
Si 2.5103 -1.2070 0.2605 0.19 -0.39 -0.49 -0.04
N 0.8757 2.9973 1.2988 -0.39 -0.75 0.17 0.01
N -0.4135 1.4335 3.2104 0.00 0.12 -0.81 -0.02
N -0.8289 -2.7947 -0.3996 -0.73 -0.87 0.17 0.00
N -1.0906 -0.2558 -3.0080 0.31 -0.10 0.23 -0.01
C -0.4048 2.8840 3.3559 0.17 0.28 -0.03 0.00
C 0.4437 1.7716 0.9754 0.76 1.07 -1.63 0.00
C 0.8264 3.4382 2.6838 -0.06 0.02 0.33 0.00
C 0.3815 -3.9903 -3.1215 -0.12 0.25 0.18 -0.02
C -1.6852 -1.1301 -3.8223 -0.11 -0.11 0.05 0.00
C -0.9586 0.9971 -3.4381 0.01 -0.01 -0.14 0.00
C -5.2598 1.8752 4.4461 0.00 0.03 0.04 0.00
C -0.2686 -3.9745 -0.0805 0.20 0.12 -0.07 0.00
C -4.7727 1.2314 3.3165 0.02 -0.01 -0.05 0.00
C -0.2736 -6.3774 0.6263 0.04 0.07 -0.02 0.00
C 0.4592 5.0930 0.0867 -0.04 -0.01 0.09 0.00
C -3.0763 1.7617 5.4417 0.07 -0.03 0.00 0.00
C -2.5858 1.1047 4.3206 0.03 0.06 -0.01 0.00
C 3.7717 -3.6884 -2.8396 0.11 -0.06 0.05 0.00
C 0.0564 7.4483 -0.2175 -0.02 0.03 -0.02 0.00
C 3.5409 -2.2940 -0.8934 0.13 0.16 0.43 0.00
C -4.4092 2.1424 5.5077 -0.05 0.01 0.01 0.00
C -2.1604 -2.7275 -0.3203 0.05 0.09 0.05 -0.01
C -1.7620 5.8922 -0.3954 -0.03 -0.04 0.00 0.00
C 2.9879 -2.8482 -2.0431 -0.30 -0.14 -0.31 -0.01
C 4.8759 -2.5600 -0.5743 0.08 -0.10 -0.06 0.00
C -1.3795 1.4077 -4.6944 0.01 0.25 -0.11 0.00
C -1.9698 0.4927 -5.5477 0.00 0.02 0.05 0.00
C -2.1382 -0.8038 -5.0869 -0.01 0.02 -0.06 0.00
C 0.9259 6.4004 0.0504 0.05 -0.04 0.01 0.00
C -1.2890 7.1962 -0.4388 0.03 0.03 -0.01 0.00
C -0.8920 4.8447 -0.1365 -0.01 -0.02 0.00 0.00
C 1.5898 -1.4539 -4.2523 -0.21 0.10 0.31 -0.02
C 5.6554 -3.3682 -1.3867 0.02 0.08 0.15 0.00
C 3.5041 0.4083 0.4699 -0.25 -0.06 -0.04 -0.01
C -2.3725 -4.9944 0.3345 0.17 0.16 -0.06 -0.01
C 1.4155 3.9487 0.3381 0.12 0.20 -0.22 0.00
C -0.9847 -5.0977 0.2935 -0.18 -0.12 0.04 0.00
C -2.9728 -3.7836 0.0293 -0.09 -0.12 -0.01 0.00
C -3.4432 0.8458 3.2532 0.00 0.00 -0.03 0.00
C 5.0949 -3.9468 -2.5184 -0.06 -0.06 -0.12 0.00
C -0.1297 0.9149 2.0044 -0.65 -1.39 1.34 -0.01
C 2.6033 -2.0231 1.9827 -0.10 0.07 -0.17 -0.01
C -1.1316 0.6943 4.2478 -0.18 -0.11 0.17 0.00
H 1.7232 3.1007 3.2141 0.05 0.06 -0.08 0.00
H 1.9766 6.6014 0.2260 -0.01 0.00 0.00 0.00
H -1.8049 -2.1384 -3.4427 0.04 0.03 -0.02 0.00
H -1.2675 3.8267 -0.1188 0.01 0.00 -0.01 0.00
H -0.6392 0.8969 5.2005 0.03 0.03 -0.03 0.00
H -2.8106 5.6888 -0.5708 0.01 0.01 0.00 0.00
H -5.4321 1.0226 2.4838 -0.01 -0.01 0.01 0.00
H 1.6183 3.4249 -0.5910 0.08 -0.07 0.02 0.00
H 3.1012 1.0707 1.2424 0.00 -0.03 0.01 0.00
H 5.6920 -4.5942 -3.1490 0.00 0.01 0.00 0.00
H -4.0446 -3.6548 0.0675 0.01 0.02 -0.01 0.00
H -6.3006 2.1657 4.5000 0.01 0.01 -0.01 0.00
H -1.0404 -0.3667 4.0364 0.07 0.00 0.02 0.00
H 2.1617 -1.3888 2.7542 0.03 -0.01 0.00 0.00
H 4.5297 0.1627 0.7560 -0.02 -0.07 0.03 0.00
H 0.8144 -4.0030 -0.1442 -0.01 0.01 0.00 0.00
H -2.4141 1.9703 6.2747 -0.01 -0.01 0.00 0.00
H 2.2938 -2.0525 -4.8349 0.02 -0.05 0.07 0.00
H 6.6931 -3.5492 -1.1354 -0.01 -0.04 -0.01 0.00
H 0.2601 -6.7593 -0.2451 0.00 -0.01 0.01 0.00
H -0.7058 -3.9856 -3.0001 0.03 -0.03 -0.02 0.00
H 0.6941 -1.3177 -4.8563 -0.03 0.02 -0.07 0.00
H -2.2948 0.7793 -6.5385 -0.01 0.01 0.01 0.00
H -2.9770 -5.8478 0.6121 -0.01 0.00 0.00 0.00
H -1.9670 8.0127 -0.6481 0.00 0.00 0.01 0.00
H 3.3391 -4.1450 -3.7250 0.06 0.00 -0.03 0.00
H 3.5468 0.9692 -0.4658 0.00 -0.01 0.00 0.00
H 0.7977 4.5266 2.6980 0.00 0.00 -0.03 0.00
H -2.6076 -1.5487 -5.7147 0.02 -0.05 0.06 0.00
H 5.3094 -2.1331 0.3253 0.06 -0.01 -0.03 0.00
H 3.6504 -2.1921 2.2479 0.02 0.00 -0.05 0.00
H -0.9814 -7.1343 0.9567 0.03 -0.03 0.01 0.00
H -1.3073 3.3207 2.9165 -0.04 -0.06 0.05 0.00
H 0.7688 -4.8288 -2.5385 0.00 0.01 -0.01 0.00
H -0.3895 3.1262 4.4170 -0.02 -0.02 0.01 0.00
H -4.7814 2.6479 6.3890 0.00 -0.01 0.00 0.00
H 2.3655 4.3263 0.7236 -0.03 -0.03 0.06 0.00
H -0.5052 1.7134 -2.7693 0.05 -0.01 0.02 0.00
H 0.5885 -4.1993 -4.1734 0.04 0.04 -0.01 0.00
H 0.4317 8.4625 -0.2516 0.00 -0.01 0.01 0.00
H -3.0713 0.3339 2.3726 0.00 -0.01 0.01 0.00
H 2.0969 -2.9908 2.0197 -0.02 0.01 -0.02 0.00
H 2.0418 -0.4724 -4.0921 0.02 -0.01 0.02 0.00
H 0.4590 -6.2182 1.4181 0.00 -0.02 0.00 0.00
```
Positions in Å, forces in eV/Å.

Computed properties:
LUMO level (alpha / beta) = -4.097 / -4.142 eV
total charge = +1
⟨S²⟩ = 0.853
multiplicity = 2
energy above the lowest of the compared OMol25 structures with the same formula, charge and spin = 18.4 kcal per mole
HOMO-LUMO gap (alpha / beta) = 5.94 / 5.40 eV
E_HOMO (alpha / beta) = -10.04 / -9.55 eV